A 3-piece molecular cluster, C16H31BO9P2 overall in a non-equilibrium geometry. Source: the OMol25 dataset; level of theory: ωB97M-V with the def2-TZVPD basis set.

Results
M ... 440.17 g/mol
SMILES ... Cc1ccc(CBCC=O)cc1.COP(=O)(OC)OC.COP(=O)(OC)OC
Gap between HOMO and LUMO ... 0.18775 Eh

The geometry in ORCA input format:
```
! RIJCOSX wB97M-V def2-TZVPD def2/J DEFGRID3
* xyz 0 1
C 7.741 -1.852 2.476
C 6.231 -1.225 2.668
C 5.234 -0.975 1.374
C 3.735 -0.315 1.603
C 3.262 0.061 3.133
C 1.752 0.699 3.464
B 0.869 -0.604 4.041
C -0.490 -1.196 3.301
C 0.023 -2.273 2.140
O 0.387 -3.540 2.473
C 4.225 -0.187 4.454
C 5.743 -0.834 4.184
H 7.787 -3.023 2.484
H 8.418 -1.389 3.327
H 8.160 -1.442 1.457
H 5.523 -1.222 0.256
H 2.963 -0.083 0.740
H 1.333 1.130 2.460
H 1.899 1.502 4.314
H 1.332 -1.107 5.025
H -1.101 -1.823 4.112
H -1.201 -0.369 2.867
H 0.110 -2.009 0.994
H 3.843 0.096 5.548
H 6.410 -0.960 5.157
C -4.431 4.011 2.393
O -5.122 2.983 1.707
P -4.094 1.745 1.070
O -3.626 2.691 -0.044
O -5.455 0.951 0.558
C -6.502 1.696 -0.050
O -3.067 0.507 0.433
C -3.537 -0.368 -0.570
H -5.156 4.602 2.958
H -3.707 3.579 3.089
H -3.922 4.664 1.680
H -6.141 2.605 -0.541
H -7.251 1.949 0.702
H -6.975 1.063 -0.808
H -3.945 0.187 -1.416
H -4.289 -1.052 -0.155
H -2.698 -0.976 -0.919
C 0.895 -1.397 -7.390
O 0.062 -1.466 -6.246
P -0.256 0.068 -5.512
O 1.167 0.101 -4.938
O -1.246 -0.710 -4.437
C -0.819 -1.943 -3.871
O -0.574 1.602 -4.777
C -1.061 1.675 -3.453
H 0.842 -2.353 -7.918
H 0.553 -0.603 -8.059
H 1.930 -1.215 -7.092
H 0.271 -2.028 -3.823
H -1.234 -2.770 -4.450
H -1.213 -2.005 -2.851
H -0.426 1.108 -2.770
H -2.097 1.315 -3.410
H -1.064 2.723 -3.144
*
```